Record 1
Molecular formula: C40H53N4OSe4W
Method: DFT, ωB97M-V/def2-TZVPD

Properties
- energy relative to the best compared isomer or geometry (same formula, charge and spin) (kcal per mole) = 6.3
- E_HOMO (eV) = -9.43
- LUMO level (eV) = -4.25
- charge = +1
- largest force on an atom (eV/A) = 2.4

CARTESIAN COORDINATES (ANGSTROEM)
W (0.62701, 0.16375, 0.67058)
Se (3.37578, -0.12819, 0.30681)
Se (3.67925, -0.02853, 2.61000)
Se (1.62976, -1.03627, 3.12678)
Se (0.15730, 0.71584, 3.33015)
O (1.26961, 1.83243, 0.87440)
N (0.95255, -1.97831, -0.01408)
N (-1.15649, -1.11798, 1.46919)
N (0.81733, 0.35988, -1.52119)
N (-1.23633, 1.26085, 0.04288)
C (-2.97066, -4.94048, 2.98995)
C (-2.30897, 1.51606, 0.86513)
C (2.31208, 3.26893, 2.54744)
C (-1.05382, -2.35656, 2.04704)
C (-0.38563, 2.41904, -1.91010)
C (0.59580, 1.53018, -2.20920)
C (-5.34758, -1.42247, 3.10962)
C (1.83028, -2.35272, -1.00179)
C (2.21789, -1.55882, -2.04173)
C (-2.73424, 4.32123, -1.51762)
C (-2.75566, 0.67493, 1.83932)
C (-2.25579, -3.85287, 3.80724)
C (1.88123, -5.49597, 0.94454)
C (1.45272, 2.77709, -4.32611)
C (2.30656, -3.69226, -0.82346)
C (0.74746, 4.19807, 0.88154)
C (2.98805, 3.37701, 0.13795)
C (1.78167, -0.28577, -2.26811)
C (1.67608, -4.17360, 0.27235)
C (4.67782, 0.47717, -3.67404)
C (-3.67468, 4.21289, 2.33922)
C (3.31997, 0.16384, -4.31765)
C (2.57935, -5.22776, -2.79839)
C (-4.04433, -1.16429, 3.88161)
C (3.28455, -4.41155, -1.70458)
C (-0.10856, -3.29103, 1.71933)
C (2.93316, -5.38618, 2.05763)
C (-4.16245, 3.32306, 1.18687)
C (-2.37031, 3.15986, -0.64527)
C (-2.07880, -2.58496, 3.02688)
C (0.39760, 2.57227, -5.42353)
C (1.46088, 1.64479, -3.34745)
C (0.81311, -3.12357, 0.73523)
C (2.19505, 0.50776, -3.38952)
C (-2.25133, -0.56860, 2.08772)
C (1.83867, 3.16361, 1.10971)
C (-1.27939, 2.26235, -0.88566)
C (-2.82986, -1.45882, 3.05374)
C (-3.46046, 3.87720, -2.79562)
C (-3.00701, 2.70310, 0.46065)
H (-3.61756, 0.98904, 2.41451)
H (-0.60312, 2.49211, -4.99384)
H (2.98712, 2.45623, 2.80249)
H (2.85090, 4.21333, 2.65246)
H (-0.13909, -4.24542, 2.22995)
H (-3.07176, -5.85972, 3.56879)
H (0.94304, -5.86118, 1.36396)
H (-0.15959, 3.92401, 1.42558)
H (-2.83699, -3.63980, 4.70479)
H (-0.50563, 3.27640, -2.56089)
H (3.05690, -6.34207, 2.56834)
H (-4.82444, 2.54804, 1.57932)
H (-3.96961, -4.60581, 2.70433)
H (1.90594, -5.96391, -2.35500)
H (-3.71041, 4.73940, -3.41521)
H (-4.01370, -0.12761, 4.22175)
H (2.69665, 3.07485, -0.86898)
H (4.78875, -0.04502, -2.72322)
H (-4.02262, -1.79160, 4.77315)
H (0.59670, 1.65254, -5.97690)
H (-3.09722, 3.63170, 3.06209)
H (3.88800, -5.07712, -1.08549)
H (3.27926, -0.89220, -4.58985)
H (1.09962, 5.16109, 1.25621)
H (2.91410, -1.97920, -2.75680)
H (5.49597, 0.17695, -4.33094)
H (3.86424, 2.80289, 0.43090)
H (-5.39931, -0.80545, 2.21033)
H (-2.84016, 3.19734, -3.38406)
H (-1.83521, 4.88337, -1.78400)
H (4.77016, 1.54770, -3.47741)
H (2.43874, 2.86104, -4.78493)
H (-5.40464, -2.46796, 2.79961)
H (0.51527, 4.29573, -0.17223)
H (-4.75091, 3.92038, 0.48943)
H (1.98454, -4.57895, -3.44551)
H (1.26477, 3.71831, -3.80562)
H (-3.37566, 5.00129, -0.95743)
H (3.30660, -5.75848, -3.41581)
H (3.97046, -3.69745, -2.16308)
H (-4.51816, 4.66812, 2.86075)
H (-3.03402, 5.01226, 1.96043)
H (-4.38482, 3.35211, -2.54671)
H (0.40521, 3.40596, -6.12621)
H (-6.21753, -1.20215, 3.73036)
H (3.21641, 0.73515, -5.24035)
H (3.89908, -5.08882, 1.64439)
H (-1.28156, -4.21935, 4.13837)
H (1.47767, 3.26128, 3.24565)
H (2.20647, -6.23059, 0.20784)
H (2.63926, -4.63501, 2.79424)
H (-2.42237, -5.16768, 2.07345)
H (3.24801, 4.43829, 0.13056)

Forces on the atoms, in the same order (eV/Å):
-1.32 -2.01 -0.24
-0.40 -0.19 0.30
0.64 -0.12 0.33
-0.60 1.09 -1.07
0.25 -0.26 -0.03
0.34 0.89 -0.22
0.12 0.44 0.00
0.59 0.26 -0.10
0.31 0.21 0.83
0.63 -0.15 0.46
0.03 0.07 0.07
-0.04 0.12 -0.14
0.11 -0.02 0.12
-0.16 0.01 0.06
-0.04 0.54 -0.18
0.17 -0.17 -0.12
0.08 -0.01 0.08
-0.15 -0.19 0.04
0.41 -0.13 -0.35
-0.02 -0.16 -0.11
-0.38 0.19 0.29
-0.10 -0.02 -0.26
0.07 0.15 0.05
-0.16 -0.10 -0.06
0.19 -0.08 -0.21
-0.19 -0.20 0.06
0.01 -0.11 -0.02
-0.21 0.08 -0.10
0.04 -0.17 0.19
-0.03 0.03 -0.09
-0.06 -0.02 -0.05
-0.02 0.03 0.13
0.07 0.04 0.04
-0.05 -0.10 -0.28
-0.28 -0.01 -0.07
0.00 -0.45 0.34
-0.04 -0.04 -0.06
0.16 -0.02 0.06
-0.01 0.15 -0.21
0.13 -0.27 0.10
0.08 0.01 0.06
-0.09 0.17 -0.13
0.09 -0.07 -0.14
0.30 -0.06 -0.01
-0.09 -0.23 0.03
0.09 0.16 0.06
-0.09 0.08 0.18
-0.19 0.21 0.08
0.02 0.03 0.07
-0.13 0.08 0.22
0.05 -0.02 -0.04
0.02 0.00 -0.03
-0.05 0.12 0.01
-0.04 -0.02 -0.02
0.02 0.08 0.01
0.01 0.04 -0.03
-0.03 -0.06 -0.05
0.00 0.03 -0.01
0.06 0.00 0.04
0.02 -0.02 0.06
0.01 0.05 0.00
-0.04 0.04 -0.07
0.04 -0.03 -0.01
0.02 0.03 -0.03
0.00 -0.05 0.01
0.00 0.00 0.07
0.00 0.04 -0.03
0.02 -0.02 0.02
0.01 0.05 0.04
-0.03 0.04 0.01
-0.01 0.03 -0.02
0.04 0.03 0.00
-0.04 0.00 -0.07
-0.02 -0.06 -0.03
0.01 0.06 0.08
-0.04 0.03 0.04
0.00 0.00 -0.04
-0.01 -0.03 0.02
-0.04 0.03 0.01
-0.02 0.04 0.04
0.00 -0.05 0.01
0.02 0.04 0.04
-0.02 0.06 0.00
-0.08 0.05 -0.19
-0.03 -0.05 0.00
0.02 -0.04 0.02
0.06 0.03 -0.01
0.04 0.05 0.03
-0.05 0.04 0.03
0.07 -0.04 0.05
0.05 -0.02 -0.01
-0.02 -0.03 0.03
0.04 0.02 -0.03
-0.02 -0.03 0.01
0.04 -0.01 -0.04
-0.04 -0.06 -0.05
-0.04 0.01 0.04
-0.02 0.00 0.06
0.03 0.04 0.00
-0.04 -0.03 -0.02
0.01 -0.03 0.00
-0.03 -0.01 0.02
-0.03 -0.06 0.00

=====

Record 2
Molecular formula: C5H12Cl2IN2OP2
Method: DFT, ωB97M-V/def2-TZVPD

Properties
- E_HOMO (eV) = -12.58
- LUMO level (eV) = -4.59
- charge = +1
- largest force on an atom (eV/A) = 0.9

CARTESIAN COORDINATES (ANGSTROEM)
I (-1.28421, 3.15635, 3.66178)
Cl (1.11343, -3.09444, -3.32933)
Cl (0.33197, -3.61144, -0.55715)
P (-1.78817, -0.72685, -0.92438)
P (0.85336, 2.72996, 2.60657)
O (1.18081, 4.11795, 1.80120)
N (0.95828, 1.76901, -0.08640)
N (-2.56286, -1.64275, 0.04948)
C (-0.16984, -0.21556, -0.15660)
C (1.60974, -3.77826, -1.77726)
C (0.71944, 0.74397, -0.81547)
C (-0.24626, 0.29997, 1.29950)
C (0.14095, 1.77636, 1.15259)
H (-1.29655, -1.33216, -2.08872)
H (2.48577, -3.24076, -1.43540)
H (0.35764, -1.18174, -0.20454)
H (0.44094, -0.27801, 1.91616)
H (0.43641, 4.50072, 1.30607)
H (1.82519, -4.83232, -1.90121)
H (-1.24845, 0.24023, 1.71875)
H (-2.39210, 0.47785, -1.33042)
H (1.61070, 2.51218, -0.31838)
H (1.18400, 0.61313, -1.78710)
H (-0.78154, 2.30389, 0.87785)
H (-3.47864, -1.30729, 0.32238)

Forces on the atoms, in the same order (eV/Å):
-0.09 -0.05 0.02
0.01 0.04 -0.01
0.03 -0.14 0.00
-0.33 -0.16 0.25
0.57 -0.07 -0.07
-0.26 -0.15 -0.25
0.27 0.14 0.29
-0.02 0.22 -0.08
0.63 -0.26 0.20
0.02 0.02 0.05
-0.03 -0.23 -0.15
-0.11 0.26 -0.16
-0.87 0.09 -0.07
0.01 0.15 -0.13
0.01 -0.03 0.02
-0.18 0.02 0.03
0.01 0.14 0.14
0.15 0.09 0.24
-0.06 -0.01 -0.05
0.05 -0.27 0.02
0.14 0.08 -0.22
-0.12 0.03 -0.11
0.02 0.09 0.01
0.12 0.19 -0.07
0.03 -0.18 0.09

=====

Record 3
Molecular formula: C24H29AsN2O2PdS
Method: DFT, ωB97M-V/def2-TZVPD

Properties
- energy relative to the best compared isomer or geometry (same formula, charge and spin) (kcal per mole) = 101.2
- E_HOMO (alpha / beta) (eV) = -13.95 / -14.47
- spin multiplicity = 5
- <S²> = 6.063
- LUMO level (alpha / beta) (eV) = -6.21 / -9.95
- charge = +2
- largest force on an atom (eV/A) = 1.6

CARTESIAN COORDINATES (ANGSTROEM)
Pd (0.23641, 0.32870, -0.27345)
As (0.12044, -1.96105, -0.97078)
S (3.20245, 4.73591, -0.81772)
O (1.75107, 4.02100, 2.25432)
O (0.17133, 2.94333, -2.03783)
N (-0.19785, 2.00042, 0.80806)
N (1.94410, 1.85448, 0.07898)
C (-0.05490, 4.97846, -0.72051)
C (5.37487, 3.31136, -0.37180)
C (-3.85964, 2.25585, 0.48172)
C (-4.03091, 0.94576, -0.03674)
C (-2.61752, 2.74496, 0.78022)
C (7.25335, -0.51216, -0.92904)
C (7.12720, -0.11811, 1.56405)
C (-1.52700, 1.86747, 0.56444)
C (0.90139, 2.85194, 0.29448)
C (0.33887, 3.53681, -1.02227)
C (5.41890, -1.54719, 0.42362)
C (-2.95782, 0.07705, -0.28002)
C (6.30803, -0.31259, 0.27263)
C (1.10304, 4.07331, 1.25930)
C (1.82311, -2.84234, -1.14621)
C (-0.77417, -2.36656, -2.62078)
C (5.49221, 0.94303, 0.04355)
C (3.24744, 2.07213, -0.11480)
C (6.12106, 2.15830, -0.14641)
C (3.95031, 3.30576, -0.37692)
C (-0.78466, -3.04691, 0.33438)
C (4.05361, 0.92516, 0.02957)
C (0.23435, 5.22699, 0.76686)
C (-1.70620, 0.54383, 0.02017)
H (-1.84067, -2.19051, -2.51090)
H (7.99485, 0.28617, -1.00806)
H (-0.66754, 5.22519, 1.38079)
H (-0.74001, -4.08732, 0.02085)
H (-3.13437, -0.89300, -0.72175)
H (-0.29524, -2.93053, 1.29667)
H (-4.73305, 2.87221, 0.65447)
H (-5.03629, 0.61476, -0.27324)
H (5.89338, 4.24618, -0.56182)
H (-0.60253, -3.41463, -2.85235)
H (7.79527, -1.45016, -0.79952)
H (7.71747, -1.01782, 1.74210)
H (2.34651, -2.80192, -0.19522)
H (6.48287, 0.04103, 2.43172)
H (-1.09201, 5.13517, -1.01511)
H (6.04838, -2.41329, 0.62545)
H (1.64861, -3.88102, -1.41582)
H (7.20038, 2.22764, -0.14403)
H (7.82034, 0.72312, 1.49233)
H (3.52563, -0.00229, 0.19046)
H (0.73185, 6.17551, 0.96274)
H (4.85773, -1.75850, -0.49108)
H (-0.38520, -1.73963, -3.41654)
H (-2.48633, 3.72790, 1.21763)
H (4.71950, -1.45650, 1.26093)
H (0.53362, 5.63029, -1.36844)
H (-1.82281, -2.73568, 0.42315)
H (2.41621, -2.36164, -1.92004)
H (6.70421, -0.56803, -1.87232)

Forces on the atoms, in the same order (eV/Å):
-0.85 -1.13 0.67
0.08 0.45 -0.08
0.08 0.04 0.01
0.37 0.08 0.13
0.19 -0.17 -0.29
0.73 0.33 -1.04
-0.31 0.72 -0.07
0.12 -0.16 0.27
0.51 -0.46 0.08
-0.19 -0.32 -0.13
0.00 0.10 0.04
0.30 -0.13 -0.08
0.09 0.07 -0.05
0.09 0.10 0.07
-0.28 0.17 0.06
-0.40 0.16 0.14
-0.18 0.13 0.47
-0.02 -0.08 0.03
-0.18 0.27 0.11
-0.30 0.01 -0.04
-0.27 -0.29 -0.17
0.00 -0.08 -0.05
-0.01 -0.07 -0.01
-0.38 -0.52 0.08
0.27 -0.16 0.25
-0.17 1.02 -0.19
-0.10 -0.02 -0.03
-0.02 -0.03 -0.03
0.27 0.23 -0.05
0.08 -0.12 -0.09
0.56 0.44 0.13
-0.05 0.03 -0.03
-0.07 -0.06 0.01
-0.06 0.01 -0.03
-0.03 -0.07 0.02
-0.03 -0.03 -0.01
0.01 -0.01 0.08
0.00 -0.08 -0.03
0.06 0.03 0.01
-0.04 -0.05 0.01
-0.05 -0.07 -0.09
-0.02 0.04 0.02
-0.02 0.02 -0.02
0.08 -0.01 0.07
0.01 -0.02 -0.06
-0.04 -0.07 0.04
-0.01 0.01 -0.02
0.07 -0.09 -0.02
-0.04 0.03 0.01
-0.05 -0.07 -0.01
0.00 -0.05 0.00
0.04 -0.03 0.05
0.02 0.01 0.03
0.02 0.02 -0.08
0.03 -0.06 -0.03
0.08 -0.01 -0.04
-0.01 0.01 -0.06
-0.01 0.01 0.01
0.03 0.02 -0.04
0.01 -0.01 0.07